Entry 1:
Molecular formula: C5H10O2
Method: DFT, ωB97M-V with the def2-TZVPD basis set

Its SMILES is CCO[C@@H](C)C=O. As for the max |F|: 0.583 eV/Å. The lowest unoccupied orbital energy is 0.0368 Ha. The energy above the lowest of the compared OMol25 structures with the same formula, charge and spin is 167.9 kJ/mol. As for the HOMO-LUMO gap: 0.38841 Eh.

Last column: natural (NBO) charge in e.
Geometry (Å):
C  2.526  -0.603  -0.077  -0.6213
C  1.090  -0.933  0.278  -0.0552
O  0.250  -0.051  -0.447  -0.5435
C  -1.051  0.117  0.085  -0.0086
C  -1.252  1.590  0.448  -0.6215
C  -2.055  -0.289  -0.982  0.4335
O  -3.109  -0.828  -0.748  -0.5131
H  2.763  0.418  0.238  0.2108
H  3.216  -1.295  0.415  0.2124
H  2.675  -0.672  -1.158  0.2154
H  0.857  -1.980  0.031  0.1663
H  0.929  -0.807  1.360  0.1629
H  -1.219  -0.521  0.966  0.1912
H  -2.174  1.733  1.018  0.2208
H  -0.401  1.927  1.047  0.2234
H  -1.294  2.208  -0.456  0.2135
H  -1.751  -0.015  -2.018  0.1130

Entry 2:
Molecular formula: C3H7AuFO2
Method: DFT, ωB97M-V with the def2-TZVPD basis set

As for the max |F|: 10.345 eV/Å. The lowest unoccupied orbital energy (spin up / spin down) is -0.3762 / -0.5270 Ha. As for the expectation value of S²: 3.76. As for the total charge: +2. As for the spin multiplicity: 4. The energy above the lowest of the compared OMol25 structures with the same formula, charge and spin is 47.4 kJ/mol. As for the HOMO-LUMO gap (spin up / spin down): 0.23786 / 0.25054 Eh.

Last column: natural (NBO) charge in e.
Geometry (Å):
O  0.158  1.829  0.000  -0.3008
C  -1.185  1.517  -0.111  -0.1855
C  -1.521  0.161  0.488  -0.1139
O  -0.543  -0.799  0.031  -0.5283
C  -0.456  -1.982  0.654  -0.0885
Au  1.417  0.676  -0.052  1.5273
H  -1.517  1.517  -1.168  0.3082
H  -1.817  2.252  0.423  0.3105
H  -2.508  -0.191  0.157  0.2770
H  -1.474  0.201  1.586  0.2229
H  0.039  -2.752  0.055  0.2220
H  -1.258  -2.249  1.351  0.2093
H  1.627  -0.329  2.084  0.6702
F  2.082  -0.464  1.165  -0.5305

Entry 3:
Molecular formula: C30H29BrIrN5O2S
Method: DFT, ωB97M-V with the def2-TZVPD basis set

As for the max |F|: 0.908 eV/Å. The lowest unoccupied orbital energy (spin up / spin down) is -0.3689 / -0.4126 Ha. As for the expectation value of S²: 0.78. As for the total charge: +3. As for the spin multiplicity: 2. The energy above the lowest of the compared OMol25 structures with the same formula, charge and spin is 0.0 kJ/mol. As for the HOMO-LUMO gap (spin up / spin down): 0.21512 / 0.17063 Eh.

Last column: natural (NBO) charge in e.
Geometry (Å):
Ir  -0.418  -0.107  -1.286  1.1454
N  1.633  -0.317  -1.222  -0.7309
C  2.554  0.702  -1.729  0.0936
C  3.790  0.279  -2.177  -0.2145
C  4.727  1.211  -2.603  -0.1289
C  4.410  2.561  -2.590  -0.1757
C  3.167  2.975  -2.148  -0.1495
C  2.208  2.054  -1.697  -0.0397
C  0.885  2.559  -1.315  -0.0011
C  0.770  3.815  -0.720  -0.2388
C  -0.456  4.446  -0.652  -0.0566
C  -1.605  3.852  -1.219  -0.1649
C  -1.525  2.593  -1.746  -0.2530
C  -0.317  1.850  -1.661  0.0054
H  1.869  -1.207  -1.659  0.4259
H  1.819  -0.466  -0.228  0.4223
H  4.038  -0.777  -2.183  0.2321
H  5.700  0.880  -2.939  0.2556
H  5.125  3.291  -2.941  0.2585
H  2.910  4.024  -2.196  0.2395
H  1.658  4.316  -0.360  0.2523
H  -0.526  5.437  -0.222  0.2555
H  -2.542  4.393  -1.232  0.2576
H  -2.400  2.150  -2.199  0.2307
C  -3.506  -0.261  -2.135  -0.2539
O  -2.500  -0.103  -1.107  -0.5129
C  -2.888  0.225  0.193  0.2117
C  -4.202  0.358  0.573  -0.2440
C  -4.474  0.703  1.894  -0.0909
Br  -6.252  0.903  2.450  0.1835
C  -3.441  0.896  2.785  -0.1732
C  -2.104  0.754  2.396  -0.1610
C  -1.816  0.415  1.067  0.3288
O  -0.536  0.262  0.626  -0.6349
C  -1.051  0.952  3.389  0.4653
N  0.264  0.873  3.173  -0.4647
C  0.959  1.113  4.357  0.0812
C  2.317  1.144  4.653  -0.2096
C  2.647  1.416  5.964  -0.1656
C  1.667  1.649  6.944  -0.1600
C  0.320  1.619  6.650  -0.2257
C  -0.008  1.345  5.327  0.1760
N  -1.238  1.235  4.681  -0.4757
H  -4.096  0.651  -2.216  0.2164
H  -4.137  -1.112  -1.886  0.2312
H  -2.968  -0.447  -3.059  0.2145
H  -5.017  0.201  -0.119  0.2626
H  -3.696  1.165  3.800  0.2344
H  0.642  0.671  2.262  0.4504
H  3.076  0.966  3.904  0.2335
H  3.689  1.452  6.250  0.2494
H  1.980  1.855  7.958  0.2535
H  -0.431  1.799  7.405  0.2523
H  -2.134  1.355  5.126  0.4497
S  -0.609  -2.586  -0.836  -0.3182
C  -0.259  -3.836  -2.005  0.3816
N  -0.627  -3.762  -3.275  -0.5544
C  -0.440  -4.862  -4.237  -0.2260
C  0.767  -5.683  -3.823  -0.4310
C  0.611  -6.112  -2.375  -0.2269
N  0.329  -4.926  -1.549  -0.5422
H  -1.074  -2.915  -3.579  0.4155
H  -0.313  -4.425  -5.225  0.2392
H  -1.343  -5.475  -4.251  0.2247
H  1.678  -5.093  -3.941  0.2195
H  0.853  -6.560  -4.461  0.2675
H  1.522  -6.568  -1.994  0.2438
H  -0.203  -6.830  -2.259  0.2271
H  0.569  -4.939  -0.570  0.4367